Entry 1:
Entry from OMol25: 2 unconnected molecules or ions with the total composition C31H38FI3N3O5S3 (ωB97M-V with the def2-TZVPD basis set).

Summary:
* LUMO: 0.63 eV
* total charge: -1
* multiplicity: 1

Positions of all 84 atoms, in Å:
C: 2.967 2.350 4.347
C: 2.340 2.910 2.948
C: 0.920 2.249 2.614
F: -0.109 3.175 3.078
C: 0.658 2.056 1.043
C: 0.811 3.332 0.162
C: 0.619 3.329 -1.375
C: 0.771 4.687 -2.196
C: 1.937 4.682 -3.295
S: 3.552 5.000 -2.383
C: 4.784 3.839 -3.093
N: 4.466 3.189 -4.341
N: 5.526 2.368 -4.616
C: 6.471 2.517 -3.562
O: 6.061 3.452 -2.576
C: 0.275 1.985 -2.056
C: 0.093 0.676 -1.199
C: 0.302 0.717 0.355
C: 0.133 -0.608 1.274
C: -1.453 -0.807 1.488
C: -1.939 -0.765 3.024
S: -2.569 -2.459 3.465
C: -1.145 -3.482 4.060
S: -0.394 -4.476 2.917
N: -0.603 -3.511 5.432
C: -0.776 -2.221 6.154
C: -2.192 -2.040 6.898
O: -3.178 -3.052 6.596
C: -2.668 -4.394 6.769
C: -1.159 -4.622 6.256
C: -0.311 -0.678 -1.977
O: -1.126 -1.495 -1.495
C: 0.388 -0.837 -3.423
C: 0.926 -2.215 -4.008
I: 3.126 -2.212 -3.723
C: 0.377 -3.532 -3.250
C: 0.524 -4.881 -4.153
I: 1.671 -3.814 -1.472
C: 0.563 0.360 -4.200
I: 1.530 0.336 -6.166
C: 0.081 1.798 -3.647
O: -0.419 2.661 -4.400
H: 2.450 2.916 5.212
H: 4.094 2.561 4.386
H: 2.844 1.216 4.444
H: 3.115 2.761 2.121
H: 2.153 4.031 3.142
H: 0.790 1.296 3.226
H: 1.085 4.342 0.642
H: -0.253 4.912 -2.670
H: 0.996 5.514 -1.418
H: 1.969 3.729 -3.919
H: 1.752 5.595 -3.974
H: 7.404 1.879 -3.661
H: 0.572 -1.529 0.730
H: 0.697 -0.531 2.263
H: -1.703 -1.856 1.074
H: -2.012 -0.052 0.842
H: -1.057 -0.402 3.649
H: -2.774 0.013 3.118
H: -0.498 -1.336 5.469
H: 0.030 -2.207 6.987
H: -2.634 -1.043 6.512
H: -2.043 -1.898 8.022
H: -3.338 -5.080 6.122
H: -2.788 -4.742 7.852
H: -0.499 -4.675 7.208
H: -1.019 -5.591 5.657
H: 0.651 -2.325 -5.114
H: -0.731 -3.483 -2.962
H: 1.546 -4.977 -4.646
H: 0.276 -5.743 -3.432
H: -0.351 -4.840 -4.901
C: -3.524 1.457 -5.208
C: -4.372 0.264 -4.723
C: -3.880 -0.164 -3.326
O: -4.177 -0.756 -5.564
H: -2.460 1.210 -5.277
H: -3.853 1.807 -6.193
H: -3.619 2.304 -4.512
H: -5.397 0.661 -4.574
H: -2.826 -0.468 -3.332
H: -4.469 -1.001 -2.935
H: -3.977 0.666 -2.611

Entry 2:
Entry from OMol25: a molecular structure, C31H38I2N2P2PtSi2 (ωB97M-V with the def2-TZVPD basis set).

Summary:
* LUMO (spin up / spin down): -1.78 / -1.78 eV
* multiplicity: 1

Positions of all 78 atoms, in Å:
Pt: -0.257 -0.002 0.369
C: -2.479 -3.461 -0.152
Si: -0.694 -3.469 0.423
C: 0.103 -5.002 -0.303
C: -0.639 -3.593 2.289
N: 0.137 -2.041 -0.060
P: 1.200 -1.596 -1.198
C: 1.426 0.034 -0.754
P: 1.006 1.603 -1.276
N: 0.040 2.054 -0.057
Si: -0.248 3.449 0.907
C: -2.068 3.891 0.851
C: 0.254 3.106 2.676
C: 0.712 4.933 0.283
C: 0.096 1.694 -2.840
C: -1.267 1.968 -2.832
C: -1.985 1.971 -4.021
C: -1.345 1.692 -5.219
C: 0.014 1.402 -5.230
C: 0.732 1.403 -4.046
C: 2.441 2.673 -1.530
C: 2.438 3.735 -2.432
C: 3.535 4.579 -2.519
C: 4.638 4.369 -1.702
C: 4.648 3.313 -0.802
C: 3.553 2.466 -0.717
C: 2.749 -2.533 -1.152
C: 2.896 -3.777 -1.764
C: 4.084 -4.480 -1.642
C: 5.134 -3.948 -0.904
C: 4.994 -2.712 -0.290
C: 3.805 -2.007 -0.412
C: 0.538 -1.857 -2.868
C: -0.840 -1.727 -3.045
C: -1.396 -1.829 -4.310
C: -0.582 -2.058 -5.411
C: 0.791 -2.169 -5.247
C: 1.350 -2.060 -3.981
H: -3.035 -4.275 0.322
H: -2.539 -3.603 -1.234
H: -2.990 -2.527 0.089
H: -0.443 -5.886 0.039
H: 1.145 -5.113 0.000
H: 0.058 -4.997 -1.395
H: -1.118 -4.513 2.635
H: -1.147 -2.754 2.768
H: 0.397 -3.596 2.634
H: -2.699 3.078 1.218
H: -2.378 4.113 -0.174
H: -2.277 4.774 1.461
H: -0.310 2.272 3.097
H: 0.091 3.979 3.313
H: 1.314 2.844 2.720
H: 0.447 5.186 -0.746
H: 1.792 4.778 0.326
H: 0.472 5.798 0.908
H: -1.757 2.170 -1.886
H: -3.045 2.191 -4.009
H: -1.905 1.693 -6.145
H: 0.513 1.170 -6.163
H: 1.793 1.176 -4.058
H: 1.576 3.905 -3.065
H: 3.526 5.403 -3.221
H: 5.493 5.030 -1.770
H: 5.509 3.149 -0.167
H: 3.543 1.636 -0.019
H: 2.084 -4.199 -2.341
H: 4.191 -5.444 -2.122
H: 6.061 -4.498 -0.810
H: 5.811 -2.295 0.285
H: 3.678 -1.041 0.061
H: -1.469 -1.538 -2.183
H: -2.466 -1.725 -4.436
H: -1.018 -2.142 -6.399
H: 1.430 -2.338 -6.105
H: 2.424 -2.138 -3.864
I: -2.413 0.002 1.867
I: -4.431 0.413 0.146

Entry 3:
Entry from OMol25: a molecular structure, C31H38IrN4O3P2Se2 (ωB97M-V with the def2-TZVPD basis set).

Summary:
* LUMO (spin up / spin down): -5.81 / -7.50 eV
* total charge: +2
* multiplicity: 2

Positions of all 81 atoms, in Å:
Ir: 1.112 0.477 0.457
Se: -0.985 0.053 1.648
P: -0.141 -2.062 1.862
Se: 1.819 -1.220 2.246
C: -0.252 -2.939 0.301
C: 0.692 -2.720 -0.703
C: 0.571 -3.366 -1.923
C: -0.486 -4.242 -2.137
C: -1.417 -4.479 -1.133
C: -1.303 -3.834 0.088
C: -0.921 -3.011 3.138
C: -1.816 -2.417 4.027
C: -2.365 -3.180 5.044
C: -2.009 -4.515 5.177
C: -1.109 -5.103 4.295
C: -0.562 -4.357 3.266
H: 1.556 -2.093 -0.510
H: 1.312 -3.209 -2.695
H: -0.574 -4.759 -3.084
H: -2.226 -5.177 -1.298
H: -2.021 -4.035 0.874
H: -2.083 -1.372 3.930
H: -3.066 -2.732 5.734
H: -2.435 -5.107 5.976
H: -0.835 -6.142 4.409
H: 0.136 -4.815 2.575
C: -4.972 3.653 0.942
C: -3.740 3.585 1.627
C: -2.970 2.458 1.566
C: -3.400 1.329 0.825
C: -2.671 0.111 0.708
C: -3.146 -0.970 0.026
C: -4.395 -0.891 -0.625
C: -5.115 0.265 -0.573
C: -4.645 1.392 0.148
C: -5.410 2.582 0.220
H: -5.569 4.552 1.002
H: -3.407 4.433 2.210
H: -2.030 2.439 2.103
H: -2.572 -1.887 -0.040
H: -4.770 -1.752 -1.163
H: -6.073 0.336 -1.073
H: -6.358 2.620 -0.302
C: 3.402 2.283 -0.347
N: 4.740 2.541 -0.799
C: 5.695 1.991 0.164
N: 5.513 0.545 0.295
C: 4.180 0.264 0.743
N: 3.119 0.794 -0.215
C: 3.428 0.148 -1.553
N: 4.767 0.436 -1.993
C: 4.941 1.889 -2.097
C: 5.724 -0.081 -1.011
H: 2.693 2.697 -1.057
H: 3.240 2.730 0.637
H: 5.548 2.468 1.135
H: 6.709 2.195 -0.176
H: 4.005 0.732 1.714
H: 4.040 -0.814 0.820
H: 2.706 0.517 -2.274
H: 3.308 -0.931 -1.422
H: 4.225 2.288 -2.817
H: 5.949 2.102 -2.450
H: 6.737 0.130 -1.350
H: 5.603 -1.162 -0.921
C: -1.435 0.244 -2.409
O: -1.301 1.434 -1.610
P: 0.121 1.866 -1.046
O: 0.981 2.155 -2.349
C: 0.523 2.842 -3.541
O: -0.224 3.214 -0.315
C: -1.120 4.239 -0.819
H: -2.481 0.182 -2.692
H: -1.158 -0.634 -1.824
H: -0.810 0.307 -3.301
H: 1.000 2.356 -4.386
H: 0.838 3.882 -3.488
H: -0.559 2.775 -3.635
H: -0.929 5.124 -0.221
H: -2.147 3.907 -0.689
H: -0.918 4.451 -1.866

Entry 4:
Entry from OMol25: a molecular structure, C31H38N3O5W (ωB97M-V with the def2-TZVPD basis set).

Summary:
* LUMO: -4.22 eV
* total charge: +1
* multiplicity: 1

Positions of all 78 atoms, in Å:
W: 0.238 -0.145 0.776
O: -0.289 1.221 1.985
C: -1.242 1.295 2.948
C: -0.907 1.873 4.166
C: -1.887 1.984 5.140
C: -3.194 1.560 4.897
C: -3.521 1.015 3.672
C: -2.540 0.854 2.686
C: -2.883 0.363 1.377
N: -2.004 0.012 0.506
N: -2.480 -0.189 -0.780
C: -1.505 0.063 -1.595
O: -0.315 0.389 -1.142
C: -1.684 0.018 -3.058
C: -0.647 0.421 -3.891
C: -0.811 0.370 -5.267
C: -2.004 -0.088 -5.806
C: -3.040 -0.492 -4.973
C: -2.884 -0.438 -3.599
H: 0.103 2.219 4.331
H: -1.631 2.417 6.097
H: -3.950 1.672 5.660
H: -4.536 0.704 3.461
H: -3.922 0.362 1.054
H: 0.276 0.777 -3.455
H: -0.009 0.687 -5.921
H: -2.129 -0.134 -6.880
H: -3.968 -0.850 -5.396
H: -3.682 -0.754 -2.941
C: -0.554 -4.022 2.663
C: -1.460 -2.957 2.047
C: -2.935 -3.278 2.223
O: -1.155 -1.664 2.575
C: -1.116 -2.867 0.566
O: -1.518 -3.560 -0.305
O: -0.138 -1.917 0.321
H: -0.720 -4.062 3.741
H: 0.497 -3.805 2.481
H: -0.786 -5.001 2.248
H: -3.174 -3.327 3.286
H: -3.172 -4.238 1.771
H: -3.555 -2.516 1.752
H: -1.197 -1.668 3.538
C: 1.453 -0.777 2.461
H: 0.954 -0.402 3.359
H: 2.450 -0.347 2.393
H: 1.539 -1.857 2.534
C: 2.324 3.273 -3.751
C: 2.070 2.829 -2.338
C: 1.534 3.740 -1.409
C: 1.322 3.390 -0.096
C: 0.772 4.352 0.914
C: 1.658 2.077 0.286
C: 2.086 1.133 -0.647
C: 2.335 1.526 -1.968
N: 2.005 -0.168 -0.140
C: 2.794 -1.299 -0.752
C: 2.992 -2.434 0.249
C: 4.196 -0.763 -1.100
C: 2.092 -1.843 -1.997
H: 1.775 4.182 -3.987
H: 2.033 2.501 -4.464
H: 3.386 3.475 -3.903
H: 1.318 4.751 -1.733
H: 1.014 5.382 0.661
H: 1.158 4.143 1.911
H: -0.316 4.267 0.959
H: 1.778 1.854 1.345
H: 2.664 0.822 -2.713
H: 3.555 -2.101 1.120
H: 3.567 -3.218 -0.244
H: 2.056 -2.876 0.578
H: 4.526 -0.010 -0.386
H: 4.253 -0.337 -2.099
H: 4.909 -1.587 -1.062
H: 1.148 -2.325 -1.748
H: 2.739 -2.591 -2.459
H: 1.890 -1.070 -2.734

Entry 5:
Entry from OMol25: a molecular structure, C31H39BCaN8O2S2 (ωB97M-V with the def2-TZVPD basis set).

Summary:
* LUMO: -0.30 eV
* multiplicity: 1

Positions of all 84 atoms, in Å:
Ca: -0.078 -0.014 -0.208
C: -1.489 -1.831 -3.085
O: -1.726 -0.841 -2.100
C: -2.991 -0.302 -2.047
C: -3.961 -0.558 -3.005
C: -5.220 0.019 -2.888
C: -5.511 0.844 -1.814
C: -4.543 1.097 -0.859
C: -3.274 0.541 -0.962
N: -2.243 0.768 -0.024
N: -2.521 1.724 0.769
C: -1.700 2.127 1.764
C: -0.576 1.420 2.284
O: -0.205 0.270 1.868
C: 0.157 2.025 3.365
C: -0.190 3.224 3.877
C: -1.324 3.947 3.395
C: -1.677 5.189 3.952
C: -2.764 5.883 3.486
C: -3.521 5.343 2.439
C: -3.188 4.135 1.877
C: -2.084 3.399 2.347
H: -1.578 -1.414 -4.093
H: -2.182 -2.668 -2.967
H: -0.471 -2.175 -2.924
H: -3.751 -1.202 -3.845
H: -5.968 -0.188 -3.639
H: -6.491 1.287 -1.714
H: -4.753 1.729 -0.008
H: 1.017 1.478 3.726
H: 0.397 3.665 4.673
H: -1.070 5.590 4.753
H: -3.031 6.840 3.915
H: -4.376 5.887 2.060
H: -3.766 3.741 1.056
C: -0.456 2.225 -3.446
N: 0.947 2.384 -3.163
C: 1.980 2.253 -4.066
C: 3.124 2.445 -3.370
N: 2.802 2.690 -2.060
B: 3.860 2.966 -0.959
N: 3.650 2.035 0.287
C: 3.971 2.477 1.543
C: 3.804 1.457 2.417
N: 3.354 0.385 1.684
C: 3.019 -0.919 2.205
C: 3.246 0.764 0.387
S: 2.724 -0.299 -0.853
C: 1.469 2.634 -1.937
S: 0.536 2.800 -0.518
H: -0.620 2.399 -4.508
H: -1.027 2.943 -2.857
H: -0.800 1.216 -3.190
H: 1.805 2.057 -5.106
H: 4.147 2.428 -3.691
H: 4.940 2.744 -1.446
H: 3.759 4.093 -0.552
H: 4.294 3.486 1.703
H: 3.961 1.395 3.477
H: 3.377 -0.976 3.232
H: 3.499 -1.691 1.602
H: 1.937 -1.065 2.190
C: 2.439 -6.309 0.258
C: 1.169 -6.030 -0.536
N: 0.398 -4.898 -0.038
C: -0.451 -5.138 1.121
C: 0.156 -4.691 2.449
C: 0.558 -3.633 -0.522
C: 1.505 -3.453 -1.671
N: -0.055 -2.595 -0.071
H: 3.015 -7.102 -0.217
H: 2.210 -6.626 1.274
H: 3.065 -5.419 0.315
H: 0.516 -6.907 -0.512
H: 1.414 -5.862 -1.583
H: -0.654 -6.211 1.151
H: -1.421 -4.653 0.961
H: 1.053 -5.262 2.679
H: -0.559 -4.842 3.256
H: 0.427 -3.637 2.432
H: 1.171 -4.014 -2.545
H: 2.507 -3.790 -1.414
H: 1.566 -2.399 -1.917
H: -0.676 -2.835 0.699

Entry 6:
Entry from OMol25: a molecular structure, C31H39Br4N4OSSeSiW (ωB97M-V with the def2-TZVPD basis set).

Summary:
* LUMO (spin up / spin down): -3.99 / -3.78 eV
* total charge: +1
* multiplicity: 3

Positions of all 83 atoms, in Å:
W: -0.128 -0.424 0.365
Br: -1.442 -2.495 0.222
C: -5.440 -1.182 -0.250
Br: -4.476 0.282 0.329
H: -5.409 -2.073 0.352
H: -6.036 -1.069 -1.138
Br: 3.634 -0.643 3.759
C: 3.658 -1.407 2.037
C: 4.798 -2.096 1.590
C: 4.821 -2.671 0.351
Br: 6.361 -3.611 -0.198
C: 3.699 -2.578 -0.513
C: 3.582 -3.179 -1.783
C: 2.408 -3.061 -2.474
C: 1.357 -2.304 -1.942
N: 1.450 -1.670 -0.789
C: 2.587 -1.850 -0.053
C: 2.552 -1.284 1.236
O: 1.424 -0.692 1.617
H: 5.654 -2.178 2.246
H: 4.410 -3.749 -2.181
H: 2.269 -3.538 -3.434
H: 0.423 -2.218 -2.477
C: 1.429 3.239 3.473
N: 1.588 2.278 2.396
C: 1.795 2.638 1.132
S: 1.701 1.536 -0.183
N: 2.083 3.921 0.897
C: 2.330 4.539 -0.398
H: 1.169 2.713 4.383
H: 0.619 3.939 3.248
H: 2.356 3.787 3.661
H: 1.412 1.296 2.558
H: 2.177 4.520 1.701
H: 2.215 3.797 -1.180
H: 3.344 4.936 -0.434
H: 1.620 5.347 -0.566
C: -0.242 -2.772 -6.820
C: -0.460 -1.948 -5.582
C: -1.634 -2.054 -4.844
C: -1.851 -1.303 -3.695
C: -3.153 -1.434 -2.956
C: -0.839 -0.432 -3.276
Se: -1.127 0.574 -1.651
C: 0.331 -0.260 -4.019
C: 1.419 0.703 -3.634
C: 0.502 -1.039 -5.158
H: -1.122 -3.365 -7.061
H: 0.600 -3.455 -6.692
H: -0.016 -2.136 -7.676
H: -2.410 -2.733 -5.177
H: -3.796 -2.165 -3.444
H: -3.686 -0.481 -2.924
H: -3.002 -1.746 -1.923
H: 1.074 1.448 -2.921
H: 1.791 1.223 -4.518
H: 2.269 0.181 -3.185
H: 1.412 -0.918 -5.736
C: -0.556 0.333 4.792
Si: -1.265 -0.684 3.382
C: -0.348 -2.315 3.417
C: -3.068 -1.152 3.554
N: -1.094 0.367 1.838
C: -1.687 1.676 1.911
C: -1.385 2.645 0.948
C: -1.942 3.911 1.003
C: -2.814 4.256 2.025
C: -3.110 3.314 2.994
C: -2.553 2.043 2.943
H: -0.189 -0.359 5.553
H: -1.260 1.015 5.266
H: 0.308 0.908 4.467
H: -0.316 -2.558 4.485
H: 0.676 -2.319 3.059
H: -0.909 -3.103 2.921
H: -3.269 -1.386 4.604
H: -3.240 -2.063 2.978
H: -3.791 -0.413 3.221
H: -0.684 2.427 0.156
H: -1.690 4.630 0.233
H: -3.255 5.243 2.064
H: -3.787 3.557 3.802
H: -2.827 1.348 3.718

Sequential maximum force output: 5.65; 0.14; 0.56; 0.62; 1.87; 0.72 eV/Å
Sequential total energy output: -3931.53056; -3290.14350; -7238.32766; -1811.46075; -3292.26410; -14951.13145 hartree